Record 1
This record from OMol25 describes a cluster of 3 separate species, C16H21N2O7P in total in a non-equilibrium geometry. The level of theory is the ωB97M-V functional and the def2-TZVPD basis.

```
47
Properties=species:S:1:pos:R:3
O 6.2436 -4.3621 4.3841
H 1.3972 -0.1131 -2.5179
O -1.1449 3.8628 -0.4519
C 2.3949 -2.8937 1.7219
C -4.2919 4.5473 -2.9855
H -2.3389 3.7813 -2.5646
C 0.0787 -2.3171 -2.4442
C 1.8646 -0.8989 -1.9048
H -0.1830 -4.0375 -1.0834
H -0.1171 -2.9574 -3.3207
H 3.6216 -4.0814 0.4224
H -0.3866 -2.4468 -0.3071
C 3.4981 -3.6830 1.4207
P -0.8633 0.4431 -0.4241
N 5.2771 -3.7034 4.6980
H -1.3329 1.7593 -0.6155
H -2.1961 -2.3145 -1.9708
C -0.5718 -3.0228 -1.2305
O 5.0891 -3.2498 5.8053
H 5.3021 -4.5687 2.1570
N -2.1216 4.3903 0.0415
H 3.0369 -2.2529 4.9821
C 3.1700 -2.6531 3.9872
H -6.2535 5.4043 -3.1222
O -1.9858 -3.0649 -1.4227
H 2.9548 -0.8595 -2.0560
H -4.2596 4.2611 -4.0281
H 1.2163 0.6313 0.8873
O 1.6014 -0.7729 -0.5197
C -3.2100 4.2774 -2.1608
H 1.3691 -1.7689 3.2356
H 1.4093 1.3363 -0.7103
H -1.5016 -0.1922 0.6714
C -4.3848 5.2863 -0.3020
C -5.4136 5.1884 -2.4741
C 2.2301 -2.3822 3.0036
C -3.2666 4.6542 -0.8266
H -6.3364 6.0523 -0.7394
H 1.6638 -2.6754 0.9556
H -4.4269 5.5730 0.7390
C 0.9960 0.4652 -0.1793
C 4.4444 -3.9568 2.3974
C 4.2721 -3.4346 3.6713
O -2.2075 4.7107 1.2038
H -0.3664 -1.3193 -2.5800
C -5.4610 5.5547 -1.1344
O 1.4905 -2.1962 -2.3083
```

As for the total energy: -1599.5553 Eh. As for the SMILES: O=[N+]([O-])c1ccccc1.O=[N+]([O-])c1ccccc1.OCCOCOCP. The value obtained for the HOMO-LUMO gap is 7.859 eV. Its LUMO energy is -0.87 eV.



Record 2
This record from OMol25 describes the ion C6H6NO with charge +1 in a non-equilibrium geometry. The level of theory is the ωB97M-V functional and the def2-TZVPD basis.

```
14
Properties=species:S:1:pos:R:3
C -0.8017 -0.8550 -2.0484
H -1.7881 1.5677 2.2037
H -1.8119 -0.7298 -2.4168
H 0.4810 1.1572 2.5992
C -1.2552 0.9680 1.4657
C 1.0278 0.1206 0.8310
C 0.0831 0.7506 1.6773
H 1.6072 -0.6749 -1.0477
C 0.7818 -0.3269 -0.4292
H 2.0410 0.0535 1.2009
C -2.0727 0.5597 0.4548
H -0.1174 -1.4766 -2.6252
N -0.4673 -0.2924 -0.9632
O -3.0223 0.3465 -0.1366
```

As for the total energy: -361.8917 Eh. The value obtained for the energy above the lowest of the compared OMol25 structures with the same formula, charge and spin is 0.0 kJ/mol. The total charge is +1. The value obtained for the HOMO-LUMO gap is 7.978 eV. Its LUMO energy is -6.25 eV.



Record 3
This record from OMol25 describes a structure of composition C18H21CrN2OS. The level of theory is the ωB97M-V functional and the def2-TZVPD basis.

```
44
Properties=species:S:1:pos:R:3
C -0.8850 4.2770 1.3790
H -1.3683 -0.5435 5.5063
H -0.4085 -0.6964 -4.0442
C 0.3982 -1.3709 -4.3300
H 1.7963 -2.9020 -0.5352
C 0.7868 -0.5858 -1.1352
N 0.4968 -1.0032 0.0927
C -0.7289 -0.3885 3.4704
N 1.2306 -1.5164 -1.9796
H 0.5040 -2.9321 1.6048
H 1.5458 4.9016 -0.9154
H -2.6225 4.0934 -1.5423
O -0.2551 0.9330 1.1075
H 0.7182 -1.1170 -5.3404
C 0.0970 -2.4168 2.4621
H 1.1929 4.8252 1.5429
H 2.0124 -3.4185 -2.2106
C -1.7796 4.1626 -0.8690
C 0.3855 4.5694 0.8712
H -1.0502 4.2879 2.4474
H -0.8353 -2.9511 5.6696
H -0.6679 -3.1445 -0.7601
C -1.9728 4.1017 0.5089
H -0.9575 0.6647 3.3837
C 1.3415 -2.9072 -1.5228
C 0.0322 -0.3135 1.1132
H 2.3756 -1.9126 -3.6570
C -0.9571 -1.0671 4.6536
C 0.5862 4.6069 -0.5147
C -0.1996 -1.0568 2.3648
H 0.0192 -2.3919 -4.3406
H -0.4789 -3.6544 -2.4460
C -0.6578 -2.4195 4.7440
C 0.0004 -3.6330 -1.4680
C -0.1317 -3.0906 3.6478
S 0.5902 1.0438 -1.7604
C 1.5785 -1.2276 -3.3723
H 0.1011 -4.1447 3.7204
H -0.3482 4.4754 -2.4486
H -2.9679 3.9765 0.9128
C -0.4898 4.3704 -1.3820
H 1.9726 -0.2167 -3.4264
H 0.1548 -4.6629 -1.1460
Cr -0.1543 2.3957 -0.0566
```

As for the total energy: -2325.7599 Eh. The total charge is +1. The value obtained for the HOMO-LUMO gap (alpha / beta) is 8.461 / 7.831 eV. As for the multiplicity: 5. Its LUMO energy (alpha / beta) is -3.07 / -3.84 eV. As for the expectation value of S²: 6.03.



Record 4
This record from OMol25 describes an isolated molecule of C40H56O2 in a non-equilibrium geometry. The level of theory is the ωB97M-V functional and the def2-TZVPD basis.

```
98
Properties=species:S:1:pos:R:3
H 4.3691 0.5509 0.2124
H 13.7375 -1.6397 0.2193
H -5.2941 2.0432 -0.5474
C -12.3740 0.2007 -2.0739
C 9.1280 -0.3025 0.3558
H 3.2887 -3.0678 0.7522
C 12.4187 -0.5373 -1.1325
C -13.4118 -1.5507 -0.5961
C -8.0309 2.3585 -0.8025
H -14.4682 0.9434 1.5569
H -3.2080 3.0303 0.0367
C 8.1994 -2.4703 1.2423
C 11.7537 1.3214 0.4455
H 10.2611 1.2077 1.9987
H 10.6247 -1.7521 0.6110
C -12.4755 0.5357 1.0754
H 2.1544 0.8158 0.1120
H -13.0165 -0.2049 -2.8526
C 12.8853 2.2000 -0.0192
C -4.1867 0.4272 0.2273
H 8.9228 0.7079 0.0261
H -12.6704 1.8398 2.7666
C -1.8053 0.1345 0.3896
C 2.9940 -0.9545 0.8475
C -0.4261 0.4200 0.2738
C -14.4335 -0.5654 -0.0362
H 1.8104 -2.5948 1.5867
H -0.1206 1.3722 -0.1380
H 12.1173 -1.2852 -3.1449
H 0.2490 -1.4059 1.0611
H -11.4424 0.5174 -2.5369
H -3.1447 2.3091 -1.5726
H -16.0412 -0.7278 1.0624
H -12.8613 1.0712 -1.6422
H 14.8141 2.0169 -0.9894
C 13.5117 0.4252 -1.6310
H 5.4505 -2.1139 1.2387
C -12.1059 -0.8657 -1.0083
H -1.6582 2.5702 -0.6636
H -11.1330 0.9631 2.6790
H 3.3705 -2.3929 2.3805
C -11.8986 1.4716 2.0951
H -11.1183 -1.0732 0.8891
H -11.4266 2.3255 1.6106
C -6.6202 0.4922 0.1384
H -8.8353 -0.6971 0.6520
H 10.7855 -1.6500 -2.0427
H 11.5781 2.3487 2.3074
H -6.6052 -0.4874 0.6035
H 12.3297 -2.5601 -0.3154
C 2.8498 -2.3313 1.4252
C -2.7011 2.2863 -0.5773
H 13.2350 2.8258 0.8055
H -8.6439 2.9964 -0.1664
H 7.2780 -2.9285 1.5850
C 6.7415 -0.5255 0.5700
H 13.1069 1.0531 -2.4269
C 10.9262 1.9325 1.5389
C 11.5173 -0.8966 -2.3246
C -5.3406 1.0649 -0.0944
H -11.5683 -2.3306 -2.5060
H -2.0410 -0.8348 0.8153
O -15.4586 -1.3267 0.5828
C 7.9737 -1.0821 0.7222
C 11.5394 0.0984 -0.0586
C -11.4672 -0.2430 0.2597
H 10.9797 -0.0172 -2.6734
O 14.7114 0.6992 0.5015
H -14.8837 0.0211 -0.8593
H 14.3369 -0.1535 -2.0486
C 10.4026 -0.7265 0.3537
H -13.8482 -2.0783 -1.4453
C 0.5506 -0.4514 0.6521
C -9.0189 0.2546 0.1663
C 14.0495 1.3659 -0.5493
C -7.8373 1.0204 -0.1550
H 8.9012 -2.4496 2.0753
H -8.5443 2.2418 -1.7568
C -2.8622 0.9227 0.0274
H -4.2612 -0.5564 0.6766
H 6.7034 0.4868 0.1828
H -7.0880 2.8627 -0.9829
C -11.1575 -1.9184 -1.5872
H -10.5096 1.5467 -0.5659
C 5.4771 -1.1098 0.8442
C 13.0747 -1.8301 -0.6203
H -11.0113 -2.7345 -0.8830
H 12.5276 2.8676 -0.8087
C 4.3104 -0.4531 0.6170
H 10.3253 2.7520 1.1438
H -13.2121 -2.2869 0.1848
H 14.0353 0.2737 1.0428
H 8.6226 -3.1003 0.4594
H -10.1880 -1.4776 -1.8090
C -10.2837 0.6083 -0.0830
C 1.9278 -0.1612 0.5252
C -13.7839 0.3775 0.9348
H 13.6648 -2.2757 -1.4188
```

As for the total energy: -1708.1433 Eh. The value obtained for the energy above the lowest of the compared OMol25 structures with the same formula, charge and spin is 6.5 kJ/mol. The value obtained for the HOMO-LUMO gap is 5.729 eV. Its LUMO energy is -0.88 eV.



Record 5
This record from OMol25 describes a structure of composition C35H38BrN6S3Ti. The level of theory is the ωB97M-V functional and the def2-TZVPD basis.

```
84
Properties=species:S:1:pos:R:3
C 3.6828 1.4427 -1.8884
N 0.7500 -3.6736 2.2555
C 1.1465 0.2899 -2.3820
C -1.9248 2.1088 4.4082
C 0.6949 -4.5414 -0.4149
H -1.1657 -4.5089 2.3419
C 1.1631 -2.2357 -0.1298
C -3.2049 0.1088 4.7073
C -5.8457 -0.5382 -0.9912
H 4.6967 1.8428 -1.8305
H 2.2876 -0.1705 -5.5273
C 1.6683 5.2522 0.6283
H 0.4863 -4.3735 -1.4737
C -1.4555 3.4719 4.8271
N -1.8899 0.3734 2.7246
H -1.9970 -2.9516 0.7093
C 0.3277 3.2476 0.4277
H 1.8945 -1.4993 0.1989
H 0.0221 -1.0176 -5.8709
H 4.3468 -0.6483 -4.5617
C -3.2406 0.0095 0.0375
C 2.5032 3.1673 1.4765
H 1.0871 -5.5522 -0.2891
C 3.6483 2.0186 -4.3043
H 4.3262 -1.0508 -2.8414
H 1.7919 6.3136 0.4542
C -3.4624 -0.5552 -1.2366
H -0.4542 3.6719 4.4472
C -2.2695 -0.6683 -2.0665
C -2.7351 -0.3231 3.4784
C -0.1332 -0.2324 -2.5657
H 3.5832 5.0118 1.5802
N -1.1126 -0.3036 -1.5836
H -6.5492 0.3803 0.8146
N -0.0995 -2.0266 0.6492
C -4.7303 -0.8507 -1.7422
H 2.7059 -3.0923 1.8011
C 0.5094 4.6176 0.2188
C -1.5004 1.5698 3.2065
C -0.5537 -0.6744 -3.8161
C -5.6773 0.0917 0.2390
S 1.1412 0.7918 1.3577
N -0.5515 -4.4151 0.3425
C 4.4548 -0.2361 -3.5571
C 1.9645 -3.8131 1.4520
Ti -1.0940 0.2103 0.5284
H 1.4090 0.6673 -1.4021
H -3.1478 1.7050 6.1303
C 0.3283 -0.6674 -4.8942
H 3.5361 1.6732 -5.3329
C -4.4072 0.3478 0.7334
H 0.9786 -1.6008 2.4064
H -0.6630 -2.2101 2.6748
C -2.7936 1.3428 5.1727
H 5.4722 0.1486 -3.4586
H -4.3330 0.8409 1.6981
H -2.1181 4.2430 4.4301
C 0.2343 -2.3251 2.0750
C 3.4397 0.8843 -3.2919
H 3.2769 2.5898 1.9675
H -6.8374 -0.7521 -1.3677
H -0.8051 2.1191 2.5868
C 1.6024 -0.1810 -4.6892
C -0.2484 -4.6235 1.7611
C -1.0589 -3.0621 0.1684
S -2.2368 -1.1071 -3.7444
H 3.5848 0.6738 -1.1187
N 1.6998 -3.5782 0.0331
H 2.9904 2.2515 -1.6449
C 2.6720 4.5232 1.2589
H 2.9296 2.8223 -4.1351
H -1.2436 -2.8851 -0.8919
H -3.8789 -0.5164 5.2730
Br -3.3741 -2.0036 2.8860
H 0.1290 -5.6386 1.8962
H -1.4417 3.5665 5.9123
H -0.2747 5.1752 -0.2784
H 2.3632 -4.8214 1.5784
H 4.6537 2.4312 -4.1982
C 2.0285 0.3216 -3.4432
H 0.9444 -2.0761 -1.1819
S -1.1394 2.4636 -0.1512
C 1.3371 2.5155 1.0668
H -4.8444 -1.2977 -2.7243
```

As for the total energy: -6303.2273 Eh. The value obtained for the HOMO-LUMO gap (alpha / beta) is 7.090 / 7.029 eV. As for the multiplicity: 2. Its LUMO energy (alpha / beta) is 0.02 / -0.08 eV. As for the expectation value of S²: 0.76.



Record 6
This record from OMol25 describes a cluster of 3 separate species, C3H11NO3 in total in a non-equilibrium geometry. The level of theory is the ωB97M-V functional and the def2-TZVPD basis.

```
18
Properties=species:S:1:pos:R:3
C -0.4910 -0.5757 0.5764
H -1.8525 -1.8734 -2.1749
H 0.2788 -1.3315 0.7955
O -0.5257 3.7981 -0.4029
O 2.1588 -2.4758 -0.4493
H -0.0220 -0.5691 -1.4259
H 0.0837 1.4788 0.0610
O 0.6979 1.0608 1.9051
H -1.4077 -0.7882 1.1307
C 0.0947 0.7756 0.9123
H 2.8989 -1.9281 -0.7484
H -2.1942 -2.2009 -0.4909
C -1.3962 -1.9425 -1.1937
N -0.8439 -0.6286 -0.8311
H -0.4804 4.7255 -0.4601
H -0.6699 -2.7532 -1.1164
H -1.4557 3.5578 -0.2680
H 2.5075 -3.2439 -0.0348
```

As for the total energy: -401.3372 Eh. As for the SMILES: CNCC=O.O.O. The value obtained for the energy above the lowest of the compared OMol25 structures with the same formula, charge and spin is 199.1 kJ/mol. The value obtained for the HOMO-LUMO gap is 9.634 eV. Its LUMO energy is 0.63 eV.



Record 7
This record from OMol25 describes an isolated molecule of C4H8Cl2OSi in a non-equilibrium geometry. The level of theory is the ωB97M-V functional and the def2-TZVPD basis.

```
16
Properties=species:S:1:pos:R:3
C -0.9898 0.8759 0.2708
H -1.5012 0.4229 1.1985
Cl 0.1971 -3.1073 -2.7770
Cl 0.3653 -0.1217 -3.1682
H -1.3647 0.3449 -0.5601
H 2.2303 1.0150 1.1304
C 0.4539 0.6434 0.1306
O 0.8961 0.5382 2.5211
Si 0.6763 -1.3781 -0.2902
H 2.0726 -1.3846 -0.3903
H -1.0967 -1.3434 -1.9677
C -0.0810 -1.5009 -2.1319
H 0.9542 1.0937 -0.7509
H -1.3333 1.9429 0.2837
H -0.1331 -2.2086 0.4738
C 1.2251 0.8320 1.3587
```

As for the total energy: -1442.2665 Eh. As for the SMILES: C[C@@H](C=O)[SiH2]C(Cl)Cl. The value obtained for the energy above the lowest of the compared OMol25 structures with the same formula, charge and spin is 421.3 kJ/mol. The value obtained for the HOMO-LUMO gap is 10.172 eV. Its LUMO energy is 0.48 eV.



Record 8
This record from OMol25 describes a cluster of 2 separate species, C9H14O in total in a non-equilibrium geometry. The level of theory is the ωB97M-V functional and the def2-TZVPD basis.

```
24
Properties=species:S:1:pos:R:3
H -0.3998 1.0931 -3.3137
C 0.1373 -1.1798 -0.0052
H -3.2105 0.8810 3.1626
C 0.5563 0.6649 -1.4701
C -3.4106 0.3061 2.2604
H 1.0135 2.0645 -2.9846
H -1.3181 -0.4780 -1.3253
H -0.5034 -1.9462 0.4286
H -3.0948 1.7303 0.5135
C 2.2941 -0.1218 0.0169
H -2.9206 0.1325 0.1216
H -0.5651 2.4076 -2.1591
H 1.8522 -2.8240 1.2110
O 1.8118 -1.9161 1.5454
C 1.8350 0.7567 -0.9507
H 3.3047 -0.0440 0.4011
H 2.4805 1.4774 -1.4529
C -2.7854 0.7849 0.9783
H -1.7114 0.9222 1.1377
H -4.4985 0.3369 2.1681
C -0.3069 -0.3068 -0.9939
C 1.4238 -1.0857 0.4909
C 0.1166 1.6568 -2.5358
H -3.1754 -0.7406 2.4565
```

As for the total energy: -426.5545 Eh. As for the SMILES: Cc1ccc(O)cc1.CC. The value obtained for the energy above the lowest of the compared OMol25 structures with the same formula, charge and spin is 47.9 kJ/mol. The value obtained for the HOMO-LUMO gap is 9.709 eV. Its LUMO energy is 0.90 eV.